{
  "formula": "C3H6P2",
  "method": "ωB97M-V with the def2-TZVPD basis set",
  "spin_multiplicity": 1,
  "homo_energy_ev": [-7.8, -7.9],
  "e_above_lowest_kcal_mol": 57.8,
  "symbols": ["C", "C", "C", "P", "P", "H", "H", "H", "H", "H", "H"],
  "positions_angstrom": [[2.34, 0.11, -0.17], [-0.15, -0.08, 0.22], [-1.66, -0.08, -0.10], [1.16, -1.35, 0.04], [1.01, 1.43, 0.04], [3.01, 0.15, 0.70], [2.57, 0.15, -1.20], [0.01, 0.05, 1.40], [-2.09, 0.80, 0.25], [-2.26, -1.04, 0.13], [-1.86, -0.17, -1.22]],
  "mulliken_charge": [-0.721, -0.029, -1.041, -0.053, -0.007, 0.362, 0.349, 0.222, 0.332, 0.296, 0.290]
}

---

{
  "formula": "H3O2SSi",
  "method": "ωB97M-V with the def2-TZVPD basis set",
  "spin_multiplicity": 1,
  "homo_energy_ev": [-2.1, -2.1],
  "charge": -1,
  "e_above_lowest_kcal_mol": 57.5,
  "symbols": ["O", "O", "Si", "S", "H", "H", "H"],
  "positions_angstrom": [[-0.62, 1.17, -0.19], [-1.33, -1.12, 0.02], [0.17, -0.29, -0.09], [-2.12, 0.32, -0.10], [2.60, 1.09, 0.16], [0.30, -0.51, 1.35], [1.00, -0.66, -1.14]],
  "mulliken_charge": [-0.217, -0.395, -0.144, 0.036, -0.090, -0.099, -0.092]
}

---

{
  "formula": "C19H47BFNO16P3",
  "method": "ωB97M-V with the def2-TZVPD basis set",
  "spin_multiplicity": 1,
  "homo_energy_ev": -4.7,
  "charge": -1,
  "symbols": ["C", "N", "C", "C", "O", "B", "F", "C", "C", "C", "O", "C", "C", "O", "O", "C", "C", "H", "H", "H", "H", "H", "H", "H", "H", "H", "H", "H", "H", "H", "H", "H", "H", "H", "H", "H", "H", "C", "O", "P", "O", "O", "C", "O", "C", "H", "H", "H", "H", "H", "H", "H", "H", "H", "C", "O", "P", "O", "O", "C", "O", "C", "H", "H", "H", "H", "H", "H", "H", "H", "H", "C", "O", "P", "O", "O", "C", "O", "C", "H", "H", "H", "H", "H", "H", "H", "H", "H"],
  "positions_angstrom": [[2.63, -3.81, 2.74], [2.01, -2.81, 1.86], [0.75, -3.32, 1.33], [-0.03, -2.27, 0.51], [-1.42, -2.52, 0.47], [-1.97, -1.51, 1.40], [-1.47, -1.83, 2.75], [-3.56, -1.21, 1.37], [-4.31, -1.70, 2.61], [-5.63, -2.42, 2.34], [-5.44, -3.83, 2.10], [-5.19, -4.18, 0.84], [-4.56, -5.54, 0.73], [-5.48, -3.54, -0.13], [-1.21, -0.31, 0.98], [0.11, -0.78, 0.95], [0.95, 0.11, 0.02], [3.38, -4.37, 2.17], [3.15, -3.28, 3.54], [1.89, -4.48, 3.17], [1.78, -2.04, 2.48], [0.89, -4.20, 0.71], [0.07, -3.61, 2.14], [0.29, -2.42, -0.53], [-3.63, -0.12, 1.33], [-3.97, -1.57, 0.43], [-3.72, -2.36, 3.24], [-4.61, -0.83, 3.20], [-6.23, -1.94, 1.57], [-6.21, -2.36, 3.26], [-4.29, -5.74, -0.30], [-5.31, -6.27, 1.06], [-3.71, -5.58, 1.40], [0.57, -0.61, 1.93], [1.98, 0.10, 0.37], [0.58, 1.13, 0.08], [0.97, -0.28, -0.99], [7.14, 2.04, 0.92], [6.28, 3.18, 0.97], [5.00, 3.15, -0.10], [4.71, 1.69, 0.01], [5.99, 3.50, -1.36], [7.03, 4.48, -1.26], [3.65, 3.43, -1.07], [2.51, 4.05, -0.46], [8.07, 2.33, 1.41], [6.69, 1.20, 1.45], [7.35, 1.75, -0.11], [7.99, 3.97, -1.12], [6.87, 5.17, -0.44], [7.06, 5.03, -2.20], [2.75, 5.05, -0.12], [2.19, 3.43, 0.39], [1.70, 4.11, -1.18], [3.83, -4.29, -5.13], [4.14, -2.89, -5.14], [3.12, -1.98, -4.28], [2.79, -2.71, -3.06], [1.90, -1.98, -5.37], [2.12, -2.12, -6.77], [2.92, -0.40, -3.96], [4.10, 0.41, -3.71], [4.37, -4.73, -5.97], [4.18, -4.74, -4.20], [2.77, -4.46, -5.25], [1.90, -3.15, -7.07], [3.14, -1.88, -7.06], [1.43, -1.46, -7.29], [4.74, 0.43, -4.60], [4.65, 0.03, -2.86], [3.77, 1.43, -3.50], [-3.28, 2.80, 2.28], [-4.70, 3.01, 2.19], [-5.17, 4.33, 1.43], [-4.31, 4.55, 0.26], [-4.87, 5.39, 2.63], [-4.88, 5.01, 4.00], [-6.61, 5.03, 1.08], [-7.71, 4.18, 0.69], [-3.10, 2.08, 3.07], [-2.90, 2.39, 1.34], [-2.76, 3.73, 2.52], [-3.85, 4.88, 4.35], [-5.43, 4.09, 4.18], [-5.34, 5.82, 4.57], [-7.98, 3.50, 1.49], [-7.46, 3.62, -0.21], [-8.56, 4.82, 0.48]],
  "mulliken_charge": [-0.910, -0.275, -1.012, 0.197, -0.818, 0.860, -0.459, -0.441, -0.406, -0.674, -0.392, 0.907, -1.173, -0.572, -0.546, 0.358, -1.455, 0.244, 0.336, 0.308, 0.295, 0.338, 0.380, 0.504, -0.166, 0.382, 0.237, 0.278, 0.344, 0.415, 0.323, 0.341, 0.298, 0.101, 0.396, 0.249, 0.210, -0.631, -0.452, 1.117, -0.619, -0.280, -0.743, -0.158, -0.806, 0.236, 0.220, 0.324, 0.256, 0.335, 0.267, 0.305, 0.366, 0.264, -0.642, -0.377, 0.930, -0.593, -0.326, -0.702, -0.195, -0.716, 0.237, 0.250, 0.345, 0.259, 0.319, 0.274, 0.381, 0.380, 0.166, -0.847, -0.175, 0.873, -0.656, -0.399, -0.603, -0.285, -0.689, 0.297, 0.326, 0.489, 0.248, 0.284, 0.263, 0.301, 0.346, 0.228]
}

---

{
  "formula": "C6H19PSi2",
  "method": "ωB97M-V with the def2-TZVPD basis set",
  "spin_multiplicity": 3,
  "homo_energy_ev": [-6.0, -8.4],
  "symbols": ["C", "C", "C", "C", "C", "C", "Si", "Si", "P", "H", "H", "H", "H", "H", "H", "H", "H", "H", "H", "H", "H", "H", "H", "H", "H", "H", "H", "H"],
  "positions_angstrom": [[-1.43, 0.63, 0.31], [-3.62, -1.43, -0.73], [-1.44, 0.41, 1.83], [2.06, 0.69, 1.30], [3.08, -1.54, 0.09], [2.13, 0.63, -1.62], [-1.70, -0.87, -0.73], [-1.68, 2.28, -0.32], [1.67, -0.38, -0.07], [-3.47, -2.38, -1.20], [-4.44, -1.46, 0.09], [-4.04, -0.90, -1.49], [-1.61, -0.64, 2.04], [-0.54, 0.75, 2.31], [-2.33, 0.94, 2.27], [2.81, 1.36, 1.15], [1.13, 1.41, 1.48], [2.08, 0.06, 2.16], [3.13, -1.84, 1.21], [2.89, -2.46, -0.41], [4.10, -1.24, -0.27], [2.83, 0.07, -2.09], [1.14, 0.68, -2.14], [2.40, 1.64, -1.39], [-1.26, -0.48, -2.10], [-1.10, -2.07, -0.16], [-1.55, 2.57, -1.77], [-1.23, 3.57, 0.28]],
  "mulliken_charge": [0.453, -1.118, -1.107, -1.151, -1.157, -1.155, 0.427, -0.144, 0.382, 0.292, 0.311, 0.376, 0.324, 0.250, 0.389, 0.485, 0.134, 0.379, 0.292, 0.375, 0.341, 0.468, 0.238, 0.350, -0.150, -0.146, -0.058, -0.079]
}

---

no.,F_max (hartree/bohr),E_tot (Ha)
1,0.0857,-800.4712
2,0.0683,-839.8934
3,0.1611,-3159.6952
4,0.0910,-1160.1258